Model P:
Below is C20H38LiN2O13 as an isolated structure, with properties calculated with ωB97M-V/def2-TZVPD.

Geometry (Å):
C 1.23007 -3.56207 3.43578
C 2.33907 -3.38407 2.41478
N 2.02407 -2.40007 1.19878
C 0.88907 -2.89407 0.44478
C 1.65407 -1.03607 1.62678
C 2.79507 -0.32507 2.35978
C 3.20907 -2.34607 0.27278
C 3.57107 -3.59607 -0.49322
O 4.79007 -3.17607 -1.18522
C 5.43507 -4.29807 -1.64522
H 0.16207 -3.87307 2.96678
H 1.31007 -2.51107 3.85378
H 1.52007 -4.42407 4.11778
H 2.74407 -4.32507 1.89878
H 3.05107 -3.11807 2.95178
H -0.02893 -2.77807 0.94778
H 1.09807 -3.89107 0.36978
H 0.81207 -2.54107 -0.65622
H 0.61107 -0.98207 2.08378
H 1.50707 -0.34507 0.80578
H 2.48107 0.58793 2.66378
H 3.78207 -0.30107 1.85378
H 2.93607 -0.81107 3.14478
H 4.08807 -2.10107 0.88078
H 3.05007 -1.49607 -0.38822
H 2.74907 -4.07507 -1.07422
H 3.69907 -4.24507 0.21678
H 4.84307 -4.85307 -2.23522
H 5.64707 -5.09107 -0.90522
H 6.37407 -4.03407 -2.15522
Li -2.91793 -0.56107 3.31378
N -1.70193 0.38793 1.16378
O -0.90793 0.86293 0.45578
O -1.66393 -0.90807 1.51578
O -2.30693 1.10893 2.14678
C -2.93993 4.61093 1.17678
C -4.15093 3.69393 0.89178
C -4.84693 3.21493 2.20678
O -6.15693 3.84293 2.23778
C -6.30793 4.61893 1.23178
O -7.24393 5.38093 1.02278
O -5.17093 4.59593 0.39078
H -3.06793 5.55293 1.86878
H -2.53993 4.77093 0.17678
H -2.03393 3.89493 1.39178
H -4.27893 2.68493 0.22378
H -4.50993 3.56593 3.10478
H -4.95993 2.23793 2.15778
C -2.12693 0.61993 -2.78722
C -1.70193 -0.85307 -2.73522
C -2.44893 -1.55907 -1.60822
O -3.24893 -2.44807 -2.27322
C -3.22193 -2.33807 -3.56622
O -3.79193 -3.13407 -4.34022
O -2.43693 -1.34807 -3.93722
H -1.53293 1.07493 -1.92622
H -3.19893 0.92993 -2.64622
H -1.75293 1.22393 -3.61822
H -0.41193 -1.02207 -2.52122
H -3.03693 -0.86607 -0.82722
H -1.66893 -2.18807 -1.08922
C 1.84807 1.55393 -1.47322
C 1.65507 2.88593 -2.23522
C 0.26307 3.49193 -1.95722
O 0.51907 4.75093 -1.60522
C 1.76107 4.93193 -1.48122
O 2.23407 5.89193 -0.90322
O 2.50707 3.82193 -1.79022
H 2.79807 1.13193 -1.49122
H 1.09607 0.86893 -1.75022
H 1.71407 1.59193 -0.48322
H 1.93907 2.92593 -3.26222
H -0.24393 3.16993 -1.28322
H -0.17693 3.55993 -2.85822

Results
LUMO level (eV): -4.04
Charge: +1
Frontier orbital gap (eV): 8.12

Model Q:
Below is C20H38LiN2O13 as an isolated structure, with properties calculated with ωB97M-V/def2-TZVPD.

Geometry (Å):
C 4.99116 -3.85174 1.21049
C 3.72716 -3.50974 0.36449
N 3.39516 -2.02374 0.47149
C 3.01716 -1.67674 1.92349
C 4.45216 -0.97174 0.20149
C 5.09516 -1.22474 -1.18451
C 2.19916 -1.57974 -0.34851
C 0.96716 -2.52574 -0.24051
O -0.02084 -1.80674 -0.87351
C -1.13584 -2.45974 -1.28851
H 4.94316 -3.66774 2.16049
H 5.92216 -3.37674 0.92549
H 5.24816 -4.93074 1.14149
H 2.88316 -4.14574 0.73249
H 4.00016 -3.70574 -0.65751
H 2.77616 -0.71774 2.12949
H 3.89816 -1.73574 2.63749
H 2.23116 -2.17074 2.26849
H 5.22916 -1.01074 0.77749
H 4.02616 0.02826 0.26649
H 4.49216 -0.89074 -2.01651
H 5.45716 -2.19874 -1.58451
H 6.07916 -0.67274 -1.36351
H 2.26916 -1.57374 -1.48751
H 2.00816 -0.47174 -0.08851
H 0.46316 -2.65674 0.67249
H 1.26916 -3.42174 -0.52851
H -1.69184 -2.14674 -2.11851
H -1.53184 -2.82574 -0.24051
H -0.73784 -3.43174 -1.83751
Li -0.54984 0.75726 -1.68051
N 1.38116 0.73826 -3.19651
O 1.49616 1.34326 -2.15651
O 2.32116 0.11426 -3.61951
O 0.30116 0.18526 -3.42851
C -4.40684 -1.07174 2.54049
C -4.62084 -1.28274 1.04549
C -5.70284 -0.42874 0.38249
O -4.96184 0.25226 -0.49851
C -3.76584 -0.00674 -0.48451
O -2.87984 0.53026 -1.13351
O -3.38784 -0.90174 0.44949
H -3.68684 -1.49174 2.67749
H -5.24384 -1.35274 3.13449
H -4.04584 -0.06074 2.77549
H -5.10584 -2.22174 0.78049
H -6.18784 0.17126 1.07149
H -6.58684 -0.82574 0.01549
C -3.36384 5.49426 -4.43351
C -2.00384 5.31526 -4.10851
C -1.50684 5.97826 -2.81551
O -1.09884 5.00526 -1.98251
C -1.14684 3.86226 -2.63451
O -0.86884 2.77026 -2.09151
O -1.59484 4.04326 -3.73051
H -3.78784 6.48026 -4.75351
H -3.90884 5.20626 -3.35951
H -3.69984 4.97726 -5.34251
H -1.48184 5.54926 -5.16051
H -2.28684 6.68926 -2.27451
H -0.56484 6.60726 -3.11151
C 0.57116 -0.57674 4.61549
C -0.45684 -0.17474 3.62249
C -0.94184 1.33626 3.67949
O -0.94784 1.80126 2.36249
C -0.25584 0.94726 1.57249
O -0.03484 1.16526 0.40249
O -0.00584 -0.16574 2.23549
H 1.57816 -0.16074 4.44649
H 0.84116 -1.59374 4.46049
H 0.23416 -0.35174 5.69949
H -1.35784 -0.87174 3.67649
H -0.34184 2.06426 4.26249
H -1.85684 1.50926 4.06349

Results
LUMO level (eV): -2.03
Charge: +1
Frontier orbital gap (eV): 7.83

Least stable of them? model P.

Model P:
Below is a 2-piece molecular cluster, CH5OPS2 overall, with properties calculated with ωB97M-V/def2-TZVPD.

Geometry (Å):
C -0.77332 -0.53943 -2.02966
O -1.73276 -0.47418 -1.02125
P -1.66195 -1.15073 0.45055
S -0.28719 -2.48752 0.25250
H -1.10340 0.09713 -2.86634
H -0.63987 -1.63283 -2.22855
H 0.20516 -0.16989 -1.62897
S 0.85868 0.70480 2.71415
H 1.42907 1.73131 3.21071
H 0.97131 1.16495 1.47769

Results
LUMO level (eV): -0.76
Charge: 0
Frontier orbital gap (eV): 8.63

Model Q:
Below is CH5OPS2 as an isolated structure, with properties calculated with ωB97M-V/def2-TZVPD.

Geometry (Å):
C 0.39860 0.79659 -0.96780
O -0.20448 -0.36146 -1.37155
P -1.40948 -1.14386 -0.56745
S 0.30076 0.06014 2.30373
S 1.67741 0.36901 0.87029
H -0.04424 1.70748 -0.52088
H 1.10921 1.15420 -1.59757
H -0.62802 -1.74593 0.33093
H -1.44856 -2.17974 -1.50831
H 0.24881 1.34356 3.02861

Results
LUMO level (eV): 0.51
Charge: 0
Frontier orbital gap (eV): 9.10

Least stable of them? model Q.

Model P:
Below is C4H8OS2 as an isolated structure, with properties calculated with ωB97M-V/def2-TZVPD.

Geometry (Å):
C 0.95055 -0.29183 0.85688
C 0.79443 0.20954 -0.51303
C -0.41884 0.93632 -0.74934
C -1.36281 1.33862 0.21057
H -1.22170 -2.60722 -0.73430
H -1.23738 -0.66754 -1.26730
H 2.86464 -0.62910 0.51520
H 0.18941 -1.22364 1.04972
H 0.51865 0.41371 1.69394
H -0.67348 1.18553 -1.75132
H -1.38505 1.41035 1.41969
H -2.20224 1.88415 -0.29138
O 2.37118 -0.61297 1.28611
S -1.19305 -1.45932 -0.09365
S 2.00569 0.11340 -1.63178

Results
LUMO level (eV): -1.27
Charge: 0
Frontier orbital gap (eV): 7.50

Model Q:
Below is an isolated molecule of C4H8OS2, with properties calculated with ωB97M-V/def2-TZVPD.

Geometry (Å):
C 2.41215 -0.78266 -0.29463
C 1.10337 -0.08999 0.07568
S -0.16430 -1.44033 0.08550
C -1.69416 -0.61924 0.15317
S -3.06607 -1.37187 -0.25755
C -1.66689 0.82082 0.55513
O -1.25138 1.65919 -0.52070
H 2.40093 -0.92470 -1.46731
H 2.47426 -1.81339 0.09600
H 3.33666 -0.24605 0.03329
H 1.12180 0.37039 1.05927
H 0.71058 0.64782 -0.64327
H -0.96362 0.98708 1.40334
H -2.71133 1.07140 0.83696
H -2.04200 1.73153 -1.11488

Results
LUMO level (eV): -0.28
Charge: 0
Frontier orbital gap (eV): 8.44

Least stable of them? model P.